8 unconnected molecules or ions with the total composition C51H120ClF6N6O6P at a distorted geometry, computed with ωB97M-V/def2-TZVPD.

Geometry as XYZ:
```
191
Properties=species:S:1:pos:R:3:mulliken_charge:R:1
Cl -0.17644 -0.53873 -0.28907 -0.58
C 8.81395 -3.82204 1.71266 -1.09
C 8.99097 -4.28974 0.25751 -0.82
C 7.57684 -4.39972 -0.30022 -0.44
C 6.72576 -3.06540 -0.41327 -0.87
N 5.30122 -3.20919 -1.12840 0.96
C 4.53837 -1.85039 -0.97149 -0.63
C 3.32314 -2.29288 -0.05709 0.36
C 3.01797 -3.73322 -0.39043 -0.12
C 4.35455 -4.30951 -0.49978 -0.98
C 5.54786 -3.55493 -2.60590 -1.09
C 4.24840 -3.40928 -3.54741 0.52
C 4.63337 -3.95090 -4.94619 -1.61
H 8.33919 -2.84098 1.72790 0.27
H 9.77837 -3.79947 2.22008 0.41
H 8.27377 -4.59932 2.25316 0.31
H 9.58932 -5.19591 0.16307 0.42
H 9.56057 -3.67336 -0.43799 0.40
H 7.09757 -5.19537 0.27018 0.38
H 7.74116 -4.75442 -1.31771 0.24
H 7.24895 -2.27868 -0.95683 0.28
H 6.50434 -2.66297 0.57523 0.55
H 4.21186 -1.47872 -1.94275 -0.30
H 5.19193 -1.08597 -0.55122 0.44
H 2.49150 -1.60992 -0.23037 0.05
H 3.57353 -2.23703 1.00229 0.20
H 2.34756 -3.93555 -1.22572 -0.04
H 2.49031 -4.16172 0.46167 0.33
H 4.25391 -5.21193 -1.10276 0.24
H 4.78403 -4.46839 0.48937 0.41
H 6.08380 -4.50363 -2.63508 0.57
H 6.27170 -2.82975 -2.97776 0.43
H 3.83732 -2.40760 -3.67286 -0.04
H 3.40330 -4.03095 -3.25170 0.05
H 5.02221 -4.94485 -4.72489 0.42
H 5.33421 -3.30053 -5.46958 0.37
H 3.76417 -3.97877 -5.60332 0.40
C -4.47734 1.36730 -4.34225 -1.07
C -5.22289 1.06149 -2.99170 -1.09
C -4.46407 1.77478 -1.81378 0.57
C -5.14336 1.48871 -0.45184 -0.98
N -4.81437 2.51766 0.64515 0.84
C -5.53874 3.89022 0.42819 -0.35
C -4.50265 4.91181 0.65006 -1.05
C -3.14336 4.34722 0.18830 0.14
C -3.32276 2.89106 0.74066 -0.65
C -5.15533 1.95392 2.07313 -0.73
C -6.55788 1.31488 2.13067 -0.60
C -6.93563 0.90521 3.56802 -1.37
H -3.50253 0.88055 -4.31210 0.09
H -4.39326 2.44628 -4.47205 0.34
H -4.88813 1.18738 -5.33572 0.46
H -5.30488 -0.02238 -3.07289 0.39
H -6.19852 1.52080 -3.15071 0.49
H -4.40946 2.83390 -2.06556 0.22
H -3.41850 1.47833 -1.73015 0.07
H -4.84052 0.57495 0.05946 -0.03
H -6.23334 1.48710 -0.45809 0.45
H -6.38483 4.02052 1.10292 0.38
H -5.82253 4.00074 -0.61840 0.42
H -4.56433 5.31920 1.65919 0.31
H -4.61911 5.75610 -0.02944 0.49
H -2.27372 4.81844 0.64631 0.32
H -2.81787 4.34845 -0.85196 -0.06
H -3.11026 2.92401 1.80924 -0.02
H -2.65039 2.10836 0.38938 0.37
H -5.00043 2.76345 2.78642 0.52
H -4.37495 1.21031 2.23487 0.34
H -6.67704 0.45341 1.47356 0.39
H -7.30784 2.01065 1.75442 0.43
H -7.17305 1.79589 4.14975 0.42
H -6.17814 0.26038 4.01356 0.17
H -7.88272 0.36686 3.53175 0.44
C 3.90945 5.63527 5.78916 -1.48
C 2.63839 5.31707 5.02458 -0.33
C 2.50845 3.92183 4.45008 -0.61
C 1.09807 3.74299 3.76509 -0.96
N 0.84390 2.28576 3.45906 0.81
C -0.50900 2.13168 2.66214 0.07
C -1.37118 1.05411 3.42884 0.78
C -0.37937 0.39169 4.42293 -0.43
C 0.56124 1.52906 4.78204 -1.30
C 1.99268 1.52561 2.74275 -1.18
C 2.58336 2.08586 1.41115 1.33
C 3.72458 1.22212 0.88653 -0.97
H 3.93141 6.52334 6.42078 0.39
H 4.83328 5.69799 5.21409 0.37
H 4.22217 4.85352 6.48138 0.37
H 2.51193 6.09678 4.27347 0.31
H 1.76238 5.38076 5.67006 0.35
H 2.72112 3.22837 5.26371 0.34
H 3.28599 3.70651 3.71717 0.27
H 1.08158 4.35462 2.86302 0.23
H 0.25826 4.06892 4.37876 0.81
H -0.28845 1.89951 1.62025 -0.67
H -1.04379 3.07387 2.78202 0.10
H -1.70053 0.24814 2.77309 -0.51
H -2.12209 1.49607 4.08376 0.41
H 0.18420 -0.47119 4.06807 0.02
H -0.84434 0.03080 5.34036 0.80
H 1.48530 1.17182 5.23656 0.53
H 0.16360 2.29482 5.44805 0.37
H 1.74894 0.46363 2.71281 0.18
H 2.70011 1.53822 3.57189 0.57
H 3.01906 3.08363 1.46337 0.28
H 1.77964 2.15195 0.67783 -0.87
H 3.88756 1.24972 -0.19087 0.30
H 3.60196 0.14568 1.00632 -0.17
H 4.64032 1.46683 1.42472 0.47
C 0.34404 -2.89108 2.58527 -0.45
O -0.60266 -2.76346 3.68274 -0.22
C -1.38388 -3.92819 3.87150 -0.10
C -2.21628 -3.72957 5.16158 -0.85
N -3.16048 -2.50739 4.90727 0.30
H -3.34146 -2.03663 5.78233 0.44
H -2.69834 -1.82122 4.32787 -0.37
C -4.51792 -2.87037 4.31713 -0.96
C -4.39750 -2.83602 2.75132 -0.34
O -3.71968 -1.70510 2.25845 0.03
C -3.16305 -1.98089 1.01636 -0.67
H -0.10964 -2.93692 1.59523 -0.05
H 0.98995 -3.76822 2.62451 0.56
H 1.01935 -2.03570 2.60493 0.02
H -0.75588 -4.80231 4.04361 0.57
H -1.96851 -4.21914 2.99878 -0.08
H -1.54993 -3.58945 6.01273 0.40
H -2.85499 -4.54266 5.50660 0.43
H -5.11975 -2.02645 4.65432 0.31
H -4.88524 -3.78576 4.78108 0.45
H -5.34715 -2.93366 2.22527 0.63
H -3.92129 -3.76835 2.44787 0.04
H -3.60378 -2.71058 0.33709 0.83
H -2.13213 -2.28965 1.18943 0.06
H -3.12310 -1.10645 0.36685 -0.17
C -1.87776 4.24633 -5.95337 -0.85
O -1.47255 3.25073 -5.04872 -0.28
C -1.61520 3.74380 -3.72515 -1.41
C -0.71749 2.87884 -2.86055 0.37
N 0.81617 3.14475 -3.10072 -0.04
H 0.88095 3.24404 -4.10374 0.61
H 1.00501 4.06648 -2.73349 0.32
C 1.75000 2.04480 -2.58792 0.90
C 2.82925 1.81400 -3.68096 -1.16
O 2.46942 1.28074 -4.87452 -0.21
C 3.59604 0.82905 -5.68246 -0.77
H -2.89978 4.56132 -5.74276 0.31
H -1.77541 3.74248 -6.91448 0.27
H -1.22528 5.11720 -5.89046 0.35
H -2.67786 3.60256 -3.52795 0.35
H -1.26689 4.75772 -3.52828 0.80
H -0.86254 1.83566 -3.14136 -0.07
H -0.77464 3.00692 -1.77961 0.14
H 1.17710 1.13385 -2.41456 -0.38
H 2.16932 2.40381 -1.64803 -0.19
H 3.55939 1.15218 -3.21515 0.52
H 3.29886 2.77912 -3.87095 0.53
H 3.14898 0.27529 -6.50804 0.31
H 4.21791 0.13789 -5.11354 0.21
H 4.28644 1.54345 -6.13086 0.34
C 0.78205 -1.74066 -4.83340 -0.48
O -0.45186 -2.24596 -4.46786 -0.47
C -1.39001 -1.32050 -3.91957 0.34
C -2.60996 -2.05778 -3.31667 -0.99
N -2.38388 -2.71142 -1.91295 0.41
H -2.10442 -1.95951 -1.29923 -0.66
H -3.20905 -3.07907 -1.46124 0.74
C -1.26110 -3.76333 -1.90094 0.16
C -2.04075 -5.11385 -1.59122 -0.89
O -2.80664 -4.95354 -0.43834 -0.12
C -3.66211 -6.08490 -0.25117 -0.90
H 0.76250 -1.24459 -5.80377 0.36
H 1.48607 -2.57242 -4.85883 0.23
H 1.12590 -1.04282 -4.06993 0.09
H -1.68294 -0.72123 -4.78164 0.69
H -0.97072 -0.65190 -3.16773 -0.27
H -2.83279 -2.87963 -3.99712 0.46
H -3.50073 -1.44879 -3.16256 0.13
H -0.65109 -3.50599 -1.03506 -0.29
H -0.59256 -3.82900 -2.75934 0.41
H -1.34978 -5.94806 -1.46968 0.52
H -2.67609 -5.28803 -2.45962 0.50
H -3.06304 -6.93039 0.08699 0.36
H -4.23431 -6.40277 -1.12275 0.37
H -4.39507 -5.83282 0.51520 0.23
P 0.50919 5.76676 -0.65135 1.54
F 1.25208 5.91280 -2.05191 -0.44
F -0.92152 5.47436 -1.28962 -0.30
F 0.80855 4.17693 -0.56121 -0.74
F -0.06000 5.75084 0.85815 -0.37
F 1.94440 5.94009 0.07962 -0.42
F 0.15358 7.34580 -0.52451 -0.38
```

The charge is +4. The value obtained for the LUMO energy is -7.83 eV. The HOMO-LUMO gap is 9.42 eV. Its strongest force on any atom is 5.42 eV/A.

***

C28H26FN3O4 in the gas phase, computed with ωB97M-V/def2-TZVPD.

Geometry as XYZ:
```
62
Properties=species:S:1:pos:R:3:nbo_charge:R:1
O -6.19417 -0.22678 1.67066 -0.63
C -5.00810 -0.45086 1.78289 0.70
C -4.11952 0.29031 2.78246 -0.52
C -2.75138 0.54922 2.22708 -0.02
C -1.62416 -0.04803 2.77819 -0.21
C -0.37376 0.15567 2.22341 -0.22
C -0.24944 0.95246 1.09797 0.23
N 1.04256 1.14632 0.50465 -0.51
C 1.58827 2.42390 0.55509 0.68
O 0.99966 3.33736 1.08779 -0.57
C 2.90919 2.53393 -0.06528 -0.23
C 3.55259 3.77118 -0.06408 -0.12
C 4.80072 3.90891 -0.62807 -0.25
C 5.41509 2.79920 -1.19560 -0.15
C 4.79335 1.56743 -1.20578 -0.29
C 3.52410 1.41450 -0.64143 0.28
N 2.86197 0.20187 -0.63915 -0.44
C 3.47019 -0.97526 -1.23545 -0.24
C 4.68976 -1.44888 -0.48767 -0.06
C 5.75683 -2.01214 -1.17718 -0.19
C 6.87508 -2.46644 -0.50260 -0.27
C 6.91431 -2.34470 0.87432 0.39
F 8.00476 -2.77643 1.53897 -0.32
C 5.86610 -1.79220 1.58712 -0.27
C 4.75329 -1.34942 0.89672 -0.18
C 1.61480 0.03164 -0.07493 0.80
O 1.04453 -1.03851 -0.09362 -0.62
C -1.36212 1.56066 0.53830 -0.20
C -2.60498 1.36094 1.10584 -0.20
N -4.36515 -1.42468 1.09581 -0.62
C -4.96298 -2.01951 -0.07248 -0.26
C -4.50727 -1.28675 -1.35611 0.09
C -5.39969 -1.64813 -2.54925 -0.43
C -6.55021 -0.64130 -2.41942 -0.44
C -5.97450 0.46298 -1.51018 -0.09
O -4.62979 0.10959 -1.22266 -0.53
H -4.06152 -0.31226 3.69185 0.23
H -4.62527 1.22595 3.02776 0.25
H -1.72157 -0.67796 3.65087 0.21
H 0.49886 -0.31195 2.65330 0.22
H 3.03754 4.60265 0.39209 0.24
H 5.29920 4.86529 -0.62778 0.22
H 6.39618 2.89512 -1.63608 0.22
H 5.30427 0.72685 -1.64349 0.23
H 2.69993 -1.75483 -1.20343 0.27
H 3.71125 -0.77201 -2.28320 0.21
H 5.71334 -2.10040 -2.25310 0.21
H 7.70839 -2.90571 -1.02737 0.23
H 5.92753 -1.71689 2.66100 0.23
H 3.92436 -0.92478 1.44264 0.22
H -1.25259 2.18369 -0.33543 0.22
H -3.47660 1.81529 0.66082 0.23
H -3.35663 -1.44524 1.14407 0.40
H -6.04406 -1.92569 0.04657 0.23
H -4.68888 -3.07554 -0.13362 0.20
H -3.44483 -1.48925 -1.52918 0.19
H -4.85168 -1.48768 -3.47756 0.21
H -5.73526 -2.68201 -2.51210 0.21
H -7.42224 -1.09947 -1.95569 0.21
H -6.84782 -0.24650 -3.38867 0.22
H -5.94884 1.44166 -1.99453 0.18
H -6.54294 0.54366 -0.57604 0.20
```

The value obtained for the LUMO energy is 0.23 eV. The HOMO-LUMO gap is 9.19 eV. Its strongest force on any atom is 0.71 eV/A. Its energy above the lowest of the compared OMol25 structures with the same formula, charge and spin is 0.6 kcal per mole.

***

A molecular structure, C30H38N4O2V at a distorted geometry, computed with ωB97M-V/def2-TZVPD.

Geometry as XYZ:
```
75
Properties=species:S:1:pos:R:3:lowdin_spin:R:1
V 0.08907 0.02794 0.25799 1.88
O 1.61539 -3.05158 2.29179 0.00
C 1.23900 -2.28722 1.44823 0.01
O 0.81480 -1.04818 1.66439 0.02
C 1.21276 -2.67037 -0.01487 0.00
C 1.64908 -3.89897 -0.46606 0.00
C 1.61017 -4.15551 -1.82665 0.00
C 1.13548 -3.17977 -2.69134 0.00
C 0.70673 -1.97847 -2.16013 0.00
N 0.74496 -1.72889 -0.84780 0.01
H 2.01154 -4.61715 0.25543 0.00
H 1.94795 -5.10814 -2.21108 0.00
H 1.09403 -3.34293 -3.75797 0.00
H 0.31582 -1.18461 -2.78572 0.00
C -3.54712 -0.44561 -1.53083 0.00
C -2.73690 -1.30341 -0.56650 0.00
C -2.65502 -2.76042 -1.01815 0.00
C -3.23193 -1.16246 0.85986 0.00
C -4.38277 -1.84632 1.22337 0.00
C -4.88511 -1.74951 2.50976 0.00
C -4.19288 -1.01569 3.45147 0.00
C -3.01661 -0.32679 3.15110 0.00
C -2.31710 0.30770 4.35948 0.00
C -2.77973 1.73127 4.68380 0.00
C -0.79630 0.17909 4.42769 0.00
C -2.59685 -0.35298 1.81202 0.00
N -1.51983 0.48935 1.36410 -0.02
C -1.50944 1.75092 1.71874 0.01
C -0.35275 2.49850 1.48208 0.00
C 0.01771 3.82275 1.72339 0.03
C 1.33711 3.93795 1.30698 0.00
C 1.73358 2.68339 0.80417 0.02
N 0.72838 1.80829 0.92618 -0.01
C 3.04534 2.31068 0.16144 0.00
C 3.26526 0.79921 0.23226 0.01
C 4.19402 3.02170 0.88101 0.00
C 3.02044 2.73645 -1.31184 0.00
H -3.15853 -0.50974 -2.54926 0.00
H -3.55305 0.60049 -1.22027 0.00
H -4.58515 -0.78303 -1.54714 0.00
H -1.69804 -0.94365 -0.61624 0.00
H -3.64475 -3.21115 -1.09151 0.00
H -2.07027 -3.35942 -0.31953 0.00
H -2.19837 -2.82924 -2.00707 0.00
H -4.89827 -2.45416 0.49313 0.00
H -5.79075 -2.27254 2.78177 0.00
H -4.55041 -0.99420 4.47351 0.00
H -2.68491 -0.31364 5.18141 0.00
H -2.24157 2.48292 4.10331 0.00
H -2.57909 1.95330 5.73214 0.00
H -3.84786 1.86671 4.51196 0.00
H -0.26521 0.88725 3.79537 0.00
H -0.45324 -0.81758 4.15824 0.00
H -0.48020 0.37977 5.45242 0.00
H -2.38516 2.19841 2.17975 0.00
H -0.59427 4.58381 2.17859 0.00
H 1.95773 4.81453 1.37634 0.00
H 3.19355 0.41188 1.24849 0.00
H 4.24926 0.55274 -0.17054 0.00
H 2.54747 0.24844 -0.39354 0.00
H 4.21262 2.76614 1.94036 0.00
H 4.11754 4.10499 0.79470 0.00
H 5.14781 2.72372 0.44390 0.00
H 2.21768 2.22624 -1.85248 0.00
H 3.96372 2.47495 -1.79325 0.00
H 2.87173 3.81192 -1.41581 0.00
C -0.67065 3.24865 -4.19346 0.00
C -1.32018 3.19550 -2.81114 0.00
C -0.88296 2.03235 -2.03926 0.02
N -0.52062 1.12809 -1.43272 0.01
H -0.95304 4.18081 -4.67629 0.00
H -1.00781 2.42352 -4.81691 0.00
H 0.41404 3.21557 -4.11964 0.00
H -2.40970 3.13886 -2.86949 0.00
H -1.07031 4.06884 -2.20392 0.00
```

The charge is +1. The value obtained for the LUMO energy (spin up / spin down) is -3.68 / -3.16 eV. The multiplicity is 3. The HOMO-LUMO gap (spin up / spin down) is 6.85 / 7.40 eV. As for the expectation value of S²: 2.015. Its strongest force on any atom is 1.30 eV/A. Its energy above the lowest of the compared OMol25 structures with the same formula, charge and spin is 13.1 kcal per mole.